[1]
Density functional theory data (wB97M-V/def2-TZVPD) for a single C2H3N5O molecule in a non-equilibrium geometry.

```
11
Properties=species:S:1:pos:R:3:forces:R:3:mulliken_charge:R:1
H 1.979 -1.538 -0.013 1.01 -3.34 0.07 0.230
N 2.060 -0.589 -0.140 1.13 -0.04 -0.42 -0.627
C 0.885 -0.220 -0.083 -3.60 2.55 1.34 0.498
N 0.682 1.120 -0.020 3.95 2.10 -0.85 0.192
N -0.421 1.802 0.071 -1.05 1.44 -1.43 -0.456
N -1.565 1.305 -0.080 0.05 -1.70 1.88 -0.223
C -1.669 -0.219 0.057 2.86 5.10 -2.75 0.397
O -2.698 -0.725 -0.185 -0.98 -1.76 0.85 -0.445
N -0.378 -0.749 0.162 -1.53 -6.10 1.42 -0.147
H 1.649 1.604 -0.206 -2.92 -0.39 0.82 0.324
H -0.523 -1.791 0.436 1.06 2.14 -0.94 0.257
```
Positions in Å, forces in eV/Å.

**SMILES**: [H]/N=c1/[nH]nnc(=O)[nH]1
**E_tot**: -11617.8219 eV
**Total charge**: 0
**Kohn-Sham gap**: 9.75 eV
**Energy above the lowest of the compared OMol25 structures with the same formula, charge and spin**: 69.4 kcal per mole
**HOMO energy**: -9.70 eV

[2]
Density functional theory data (wB97M-V/def2-TZVPD) for a single C5H14N2 molecule in a non-equilibrium geometry.

```
21
Properties=species:S:1:pos:R:3:forces:R:3:mulliken_charge:R:1
C 1.753 -1.605 -1.028 0.53 0.75 -0.92 -1.501
C 1.316 -0.171 -0.626 -0.54 -1.16 -0.58 0.546
N 1.729 0.214 0.681 0.51 0.56 0.82 -0.575
C -0.249 -0.048 -0.768 0.08 -0.41 0.30 -1.006
N -0.929 0.509 0.362 0.38 0.61 0.41 0.242
C -1.861 -0.288 1.112 0.04 -0.29 -0.62 -1.068
C -1.260 1.897 0.344 -0.12 1.37 -0.08 -1.185
H 1.940 -2.245 -0.199 -0.19 -0.48 0.97 0.412
H 1.043 -2.095 -1.693 -0.05 0.04 -0.08 0.370
H 2.712 -1.557 -1.558 -0.12 -0.04 -0.04 0.347
H 1.778 0.479 -1.375 -0.10 0.26 0.06 0.226
H 0.984 0.205 1.360 -0.23 -0.02 -0.10 0.174
H 2.539 -0.257 1.052 0.04 -0.11 -0.21 0.223
H -0.434 0.515 -1.670 -0.28 0.30 -0.39 0.327
H -0.693 -1.036 -0.918 0.30 -0.09 -0.17 0.483
H -1.631 -1.337 0.939 -0.04 -0.13 0.16 0.362
H -2.891 -0.114 0.777 -0.19 -0.01 0.15 0.314
H -1.782 -0.091 2.177 -0.10 0.09 0.21 0.282
H -0.559 2.539 -0.201 0.30 -0.57 -0.03 0.349
H -2.235 2.147 -0.117 -0.11 -0.38 0.10 0.350
H -1.270 2.340 1.348 -0.11 -0.30 0.03 0.327
```
Positions in Å, forces in eV/Å.

**SMILES**: C[C@H](N)CN(C)C
**E_tot**: -8391.3139 eV
**Total charge**: 0
**Kohn-Sham gap**: 9.16 eV
**Energy above the lowest of the compared OMol25 structures with the same formula, charge and spin**: 30.1 kcal per mole
**HOMO energy**: -8.14 eV

[3]
Density functional theory data (wB97M-V/def2-TZVPD) for 2 unconnected molecules or ions with the total composition C10H15BrSi in a non-equilibrium geometry.

```
27
Properties=species:S:1:pos:R:3:forces:R:3:mulliken_charge:R:1
C -1.105 3.974 0.204 -1.03 0.47 -4.08 -0.557
C -1.458 3.684 -1.122 -0.86 0.18 -2.53 -0.197
C -0.234 3.150 0.794 1.50 1.74 4.91 -0.328
C -0.961 2.503 -1.802 0.06 2.05 2.15 -0.543
C 0.237 2.026 0.273 3.12 -3.22 -0.90 -0.218
C -0.045 1.751 -1.060 -1.22 -2.47 -0.76 0.600
C -0.442 -4.141 0.876 2.01 1.15 0.80 -1.211
C 0.103 -2.869 1.546 3.05 -0.78 0.85 -0.719
C -0.065 -1.573 0.796 -2.02 -2.75 -4.64 -0.421
C 0.999 -1.313 -0.265 -0.15 1.19 -0.13 -0.914
Si 0.463 0.013 -1.558 2.98 0.38 -0.64 0.117
Br 3.867 0.984 -1.412 -1.46 -0.42 -0.05 -0.634
H -1.325 4.965 0.495 -0.37 0.62 1.02 0.386
H -2.070 4.476 -1.739 1.10 -1.81 1.35 0.239
H 0.175 3.535 1.757 -0.33 -0.73 -0.53 0.275
H -1.163 2.262 -2.829 -0.27 0.15 -0.25 0.380
H 1.085 1.340 0.709 -1.85 1.76 -0.24 0.290
H -1.432 -4.102 1.107 -3.05 -0.77 0.62 0.349
H -0.400 -3.966 -0.176 0.45 -0.47 -0.94 0.324
H 0.068 -5.051 1.239 -0.43 0.46 -0.45 0.346
H 1.213 -3.076 1.686 -0.77 0.59 -0.53 0.289
H -0.114 -2.735 2.605 -0.96 -0.22 -0.07 0.449
H -1.002 -1.630 0.055 0.89 -0.03 2.33 0.230
H -0.133 -0.763 1.388 -0.61 2.70 2.13 0.505
H 1.335 -2.236 -0.710 0.07 -0.15 -0.56 0.541
H 1.856 -0.848 0.200 0.65 0.08 -0.02 0.447
H 0.547 -0.360 -3.057 -0.50 0.28 1.17 -0.027
```
Positions in Å, forces in eV/Å.

**E_tot**: -88530.3423 eV
**Total charge**: 0
**Kohn-Sham gap**: 6.06 eV
**Energy above the lowest of the compared OMol25 structures with the same formula, charge and spin**: 78.4 kcal per mole
**HOMO energy**: -7.88 eV

[4]
Density functional theory data (wB97M-V/def2-TZVPD) for a gas-phase ion, C3H7BNO3 (charge -1) in a non-equilibrium geometry.

```
15
Properties=species:S:1:pos:R:3:forces:R:3:mulliken_charge:R:1
C 0.509 1.411 -1.882 -0.61 0.39 -3.17 -0.980
B -0.413 0.674 -0.813 -2.52 0.80 -1.96 0.410
O -1.867 0.665 -0.998 2.29 -1.62 3.07 -0.646
N 0.165 -0.034 0.128 -0.53 -3.53 6.09 -0.344
C -0.449 -1.000 1.521 0.51 3.73 -0.63 -0.387
C 0.764 -1.787 2.247 0.62 3.41 -2.45 0.593
O 1.880 -1.300 1.991 0.45 0.35 -0.02 -0.725
O 0.471 -2.752 2.885 -1.48 -2.58 1.84 -0.666
H 0.851 2.448 -1.679 0.19 -0.81 0.18 0.313
H -0.132 1.573 -2.824 0.36 0.07 1.04 0.242
H 1.291 0.774 -2.418 -0.48 0.82 1.48 0.269
H -1.920 1.136 -1.763 -1.00 2.05 -3.43 0.270
H 1.097 0.158 0.388 1.25 -0.34 0.23 0.231
H -1.173 -0.293 2.176 2.07 -1.45 -1.39 0.187
H -1.073 -1.674 1.039 -1.13 -1.29 -0.91 0.233
```
Positions in Å, forces in eV/Å.

**SMILES**: CB(O)NCC(=O)[O-]
**E_tot**: -11535.8651 eV
**Total charge**: -1
**Kohn-Sham gap**: 7.71 eV
**Energy above the lowest of the compared OMol25 structures with the same formula, charge and spin**: 35.8 kcal per mole
**HOMO energy**: -4.54 eV